{"formula": "C4H8N2O", "method": "the ωB97M-V functional and the def2-TZVPD basis", "largest_force_ev_per_a": 3.28, "gap_ev": [8.83, 8.01], "homo_ha": [-0.345, -0.343], "e_above_lowest_kcal_mol": 141.5, "charge": 0, "e_tot_ha": -341.7781, "elements": ["C", "C", "N", "H", "H", "H", "H", "H", "C", "C", "N", "O", "H", "H", "H"], "coordinates": [[1.73847, 0.22120, -0.70945], [0.54708, 0.00083, 0.24672], [0.69712, -0.99118, 1.17136], [1.62285, -0.97269, 1.60356], [0.34224, 1.05944, 0.50849], [1.81563, -0.57096, -1.45333], [2.67153, 0.30953, -0.15253], [1.58525, 1.16660, -1.23297], [-1.95601, 0.90670, 0.18356], [-1.10747, -0.28817, -0.33191], [-1.59526, -1.48891, 0.05973], [-2.05328, 1.94757, -0.40429], [-0.90648, -1.91527, 0.69648], [-2.26112, 0.80471, 1.24208], [-1.14054, -0.18939, -1.42750]], "forces_ev_per_angstrom": [[-0.6, -0.2, -0.6], [-2.6, 1.3, -1.6], [0.8, -0.3, 1.2], [0.0, 0.1, -0.1], [0.4, -0.4, 1.3], [0.2, -0.1, 0.1], [-0.1, -0.1, 0.1], [0.0, -0.1, -0.1], [1.3, 0.0, 0.4], [2.2, 1.8, -1.1], [-0.9, -1.5, 0.6], [-0.3, -0.2, -0.1], [-0.1, -0.1, -0.1], [-0.4, -0.1, -0.1], [0.2, 0.0, 0.0]]}